Record 1
{"formula": "C29H30BBr45N2O2S", "method": "wB97M-V/def2-TZVPD", "species": ["C", "C", "O", "C", "C", "B", "N", "O", "C", "C", "C", "C", "N", "C", "C", "C", "C", "C", "C", "S", "H", "H", "H", "H", "H", "H", "H", "H", "H", "H", "H", "H", "H", "H", "H", "C", "Br", "Br", "Br", "H", "C", "Br", "Br", "Br", "H", "C", "Br", "Br", "Br", "H", "C", "Br", "Br", "Br", "H", "C", "Br", "Br", "Br", "H", "C", "Br", "Br", "Br", "H", "C", "Br", "Br", "Br", "H", "C", "Br", "Br", "Br", "H", "C", "Br", "Br", "Br", "H", "C", "Br", "Br", "Br", "H", "C", "Br", "Br", "Br", "H", "C", "Br", "Br", "Br", "H", "C", "Br", "Br", "Br", "H", "C", "Br", "Br", "Br", "H", "C", "Br", "Br", "Br", "H"], "positions_angstrom": [[0.51256, 0.18999, -3.98777], [-0.31631, 1.37340, -4.46269], [0.00470, 2.61766, -3.82984], [0.05888, 2.53202, -2.45275], [1.31784, 2.55716, -1.84172], [2.60811, 2.73572, -2.73449], [3.85656, 1.98782, -2.48887], [2.61049, 3.66048, -3.76458], [1.36124, 2.42549, -0.45392], [0.18743, 2.29931, 0.27051], [-1.04865, 2.32021, -0.34088], [-1.13418, 2.42690, -1.72827], [-2.36694, 2.45130, -2.46846], [-3.38756, 1.61904, -1.89691], [-4.22647, 0.94626, -2.78208], [-5.28117, 0.14205, -2.36948], [-5.48269, -0.01163, -0.99607], [-4.61756, 0.60839, -0.10854], [-3.58998, 1.43063, -0.54265], [-2.52307, 2.22153, 0.61788], [1.58128, 0.38619, -4.09947], [0.28716, -0.64688, -4.64951], [0.25866, -0.14273, -2.98345], [-0.09918, 1.51588, -5.51980], [-1.37254, 1.11251, -4.38390], [4.37613, 2.39600, -1.71936], [3.68737, 1.00417, -2.31710], [2.23809, 3.27406, -4.56227], [2.32462, 2.41690, 0.03962], [0.24184, 2.19417, 1.34132], [-2.71635, 3.40929, -2.46495], [-4.03891, 1.06447, -3.84195], [-5.89667, -0.31978, -3.12538], [-6.30625, -0.62898, -0.67360], [-4.79291, 0.45210, 0.94861], [1.51347, -1.14584, 3.04700], [-0.30514, -1.77035, 2.98275], [2.76672, -2.60791, 2.97635], [1.84988, 0.17132, 1.68207], [1.65403, -0.65760, 4.00224], [-3.01918, 6.24635, -5.08517], [-3.70588, 7.14866, -3.52366], [-1.47305, 5.17206, -4.68904], [-4.38955, 5.20911, -5.95093], [-2.71326, 7.01275, -5.78234], [0.48682, 1.52692, 6.23604], [0.02136, 1.79745, 4.38665], [0.51893, -0.34848, 6.68140], [2.14000, 2.39939, 6.69178], [-0.29068, 1.98655, 6.82888], [0.86554, -4.61732, 7.66042], [1.10225, -6.52127, 7.53497], [1.40279, -3.72474, 6.04260], [-0.93395, -4.15641, 8.16601], [1.51701, -4.26979, 8.45023], [-9.41256, 2.06825, -1.28588], [-7.59936, 1.68435, -1.84480], [-9.88032, 1.05958, 0.28650], [-9.70906, 3.95399, -1.04183], [-10.07020, 1.74371, -2.07972], [3.93097, 5.89620, 4.37767], [3.25816, 6.79956, 5.93859], [5.44731, 4.78506, 4.79599], [2.54966, 4.89967, 3.48730], [4.27216, 6.65692, 3.69089], [-8.77446, 6.04381, -5.00005], [-7.83638, 4.72114, -3.96896], [-8.32918, 5.93926, -6.87124], [-10.67663, 5.94385, -4.71511], [-8.45037, 7.01298, -4.64968], [-0.02874, -0.85479, -8.55776], [0.18980, -2.24781, -7.24540], [-1.86647, -0.65310, -9.08803], [0.73097, 0.81737, -7.97196], [0.53358, -1.15839, -9.43353], [3.83901, -1.45047, -9.86557], [4.65592, -2.92975, -10.78366], [5.12561, -0.13046, -9.32689], [2.41314, -0.66559, -10.90293], [3.39206, -1.84337, -8.96250], [7.81812, 0.88984, -6.41777], [8.16965, -0.96735, -6.78775], [8.33171, 2.01555, -7.89410], [5.98662, 1.18237, -5.91298], [8.43183, 1.16776, -5.57360], [-0.53741, 7.05084, -0.53855], [-1.24150, 7.35490, 1.22901], [1.38264, 7.17109, -0.57427], [-1.13887, 5.37372, -1.26366], [-0.91992, 7.83739, -1.17410], [3.89200, -7.77876, 10.15218], [5.71808, -8.18403, 9.69464], [3.29753, -8.78975, 11.67556], [3.63172, -5.88901, 10.40328], [3.27951, -8.07636, 9.31173], [-2.41994, -3.50378, 0.00328], [-0.59048, -3.54077, -0.60652], [-2.63917, -4.48576, 1.64856], [-3.09020, -1.69808, 0.14849], [-3.01484, -4.00335, -0.74736], [8.86338, -10.73368, 9.85004], [9.88467, -9.71237, 11.12465], [9.62865, -10.63704, 8.08665], [8.62715, -12.55403, 10.42587], [7.88045, -10.28858, 9.79419], [-0.96110, -10.06951, 10.54739], [-1.18680, -8.24122, 11.10301], [0.42167, -10.23276, 9.21949], [-0.64770, -11.24026, 12.04162], [-1.88578, -10.38091, 10.08412]], "lowdin_charge": [-0.05, -0.23, -0.15, -0.25, -0.03, -0.54, 0.15, 0.13, -0.09, -0.19, -0.50, -0.29, 0.08, -0.25, -0.02, -0.21, -0.28, -0.28, -0.50, 1.05, 0.08, 0.04, 0.09, 0.04, 0.11, 0.07, 0.07, 0.10, 0.09, 0.02, 0.09, 0.12, 0.10, 0.10, 0.10, -1.62, 0.54, 0.57, 0.70, -0.09, -1.61, 0.56, 0.65, 0.56, -0.03, -1.59, 0.59, 0.57, 0.58, -0.03, -1.63, 0.56, 0.54, 0.58, -0.05, -1.59, 0.75, 0.58, 0.55, -0.03, -1.64, 0.57, 0.57, 0.54, -0.03, -1.63, 0.52, 0.56, 0.57, -0.03, -1.66, 0.60, 0.59, 0.61, -0.15, -1.61, 0.59, 0.57, 0.63, -0.03, -1.64, 0.56, 0.56, 0.55, -0.03, -1.60, 0.58, 0.58, 0.71, -0.03, -1.64, 0.59, 0.57, 0.57, -0.07, -1.60, 0.56, 0.56, 0.76, -0.03, -1.66, 0.56, 0.57, 0.57, -0.09, -1.64, 0.57, 0.55, 0.57, -0.03], "e_homo_ev": -8.257, "gap_ev": 7.97, "relative_energy_kcal_mol": 0.0, "spin_multiplicity": 1, "lumo_energy_ha": -0.010}

---

Record 2
{"formula": "C20H25F6N7O3PSTc", "method": "wB97M-V/def2-TZVPD", "species": ["Tc", "N", "C", "C", "C", "C", "C", "C", "S", "O", "O", "N", "C", "N", "C", "C", "C", "N", "H", "H", "H", "H", "H", "H", "H", "H", "H", "C", "N", "C", "N", "C", "N", "C", "P", "C", "C", "H", "H", "H", "H", "H", "H", "H", "H", "H", "H", "H", "H", "H", "C", "C", "O", "C", "F", "F", "F", "C", "F", "F", "F", "H", "H", "H"], "positions_angstrom": [[0.12746, 0.46648, 0.12651], [6.99097, -4.18137, 0.01890], [5.94645, -3.38746, -0.13292], [5.99354, -2.03270, 0.32306], [4.89862, -1.22311, 0.18010], [3.75141, -1.73980, -0.42992], [3.67456, -3.06141, -0.89761], [4.75631, -3.88275, -0.75558], [2.30001, -0.75804, -0.67276], [1.86971, -0.73665, -2.02892], [2.39130, 0.54823, 0.00323], [1.06421, -1.46028, 0.18961], [1.21220, -1.33488, 1.56104], [0.38304, -0.35337, 1.99703], [0.37328, -0.04842, 3.29921], [1.19733, -0.73384, 4.16778], [2.03975, -1.69732, 3.62334], [2.05337, -1.99358, 2.31979], [7.84874, -3.85498, 0.45240], [6.97109, -5.14565, -0.29669], [6.89923, -1.64801, 0.77625], [4.92665, -0.19517, 0.51806], [2.77012, -3.41351, -1.37723], [4.72029, -4.90325, -1.11691], [-0.29288, 0.74097, 3.62412], [1.20310, -0.51491, 5.22502], [2.73638, -2.25569, 4.23697], [-5.07033, 1.09937, -0.88813], [-4.29985, 0.22932, -1.89513], [-4.66647, -1.23610, -1.63346], [-4.38083, -1.57353, -0.28255], [-5.15539, -0.73473, 0.63181], [-4.80379, 0.66799, 0.43899], [-3.47343, 0.99678, 0.91610], [-2.20011, 0.04955, -0.06345], [-2.82670, 0.43757, -1.77547], [-2.97127, -1.65316, 0.04868], [-6.13038, 0.99734, -1.11983], [-4.75983, 2.13388, -1.03200], [-4.59484, 0.48715, -2.84060], [-4.10889, -1.85955, -2.33191], [-5.73333, -1.34163, -1.82889], [-4.96124, -1.02834, 1.66163], [-6.21836, -0.87379, 0.43376], [-3.38612, 0.73709, 1.97256], [-3.28480, 2.06753, 0.82236], [-2.31454, -0.21501, -2.48562], [-2.58030, 1.46737, -2.03337], [-2.85182, -2.06236, 1.05256], [-2.45582, -2.31948, -0.64638], [1.74576, 3.58423, -1.22474], [0.28175, 3.33819, -0.89608], [-0.08167, 1.98394, -0.90698], [-0.02803, 3.84574, 0.53936], [0.63431, 3.03236, 1.41788], [0.34090, 5.08258, 0.76523], [-1.33917, 3.71222, 0.83530], [-0.63446, 4.05787, -1.93000], [-1.91414, 3.59823, -1.82336], [-0.65340, 5.36759, -1.74955], [-0.22531, 3.78825, -3.16823], [2.37375, 3.06472, -0.50548], [1.95736, 4.65194, -1.18317], [1.96455, 3.21933, -2.22577]], "lowdin_charge": [1.33, 0.30, -0.21, 0.07, 0.00, -0.22, 0.00, 0.07, 0.62, -0.23, -0.36, -0.18, -0.51, -0.05, -0.04, 0.01, -0.04, 0.17, 0.17, 0.17, 0.15, 0.14, 0.14, 0.15, 0.14, 0.13, 0.13, -0.08, -0.05, -0.09, -0.14, -0.12, -0.14, -0.26, 0.98, -0.21, -0.26, 0.16, 0.15, 0.20, 0.15, 0.16, 0.15, 0.15, 0.11, 0.10, 0.12, 0.09, 0.11, 0.11, 0.05, -0.37, -0.32, -0.56, 0.11, 0.23, 0.15, -0.55, 0.12, 0.22, 0.19, 0.09, 0.12, 0.11], "e_homo_ev": [-16.865, -16.755], "gap_ev": [8.39, 5.13], "relative_energy_kcal_mol": 22.3, "spin_multiplicity": 4, "lumo_energy_ha": [-0.311, -0.427], "charge": 3, "s2": 3.805}

---

Record 3
{"formula": "C21H34BN6PbS3", "method": "wB97M-V/def2-TZVPD", "species": ["Pb", "C", "C", "C", "C", "C", "N", "N", "B", "N", "N", "C", "C", "C", "C", "C", "N", "N", "C", "C", "C", "C", "C", "H", "H", "H", "H", "H", "H", "H", "H", "H", "H", "H", "H", "H", "H", "H", "H", "H", "H", "H", "H", "H", "H", "C", "C", "S", "C", "C", "S", "C", "C", "S", "H", "H", "H", "H", "H", "H", "H", "H", "H", "H", "H", "H"], "positions_angstrom": [[-7.65973, -12.57207, 9.27137], [-10.71930, -11.79004, 7.92231], [-9.90854, -12.56853, 6.92694], [-9.95505, -12.70404, 5.55332], [-8.91102, -13.57620, 5.21437], [-8.50312, -13.97224, 3.89266], [-8.27557, -13.95408, 6.33321], [-8.89930, -13.35301, 7.41909], [-6.95338, -14.69675, 6.66800], [-5.83298, -13.64590, 6.76416], [-5.95622, -12.56886, 7.56325], [-4.80128, -11.86511, 7.45772], [-4.57556, -10.66921, 8.24743], [-3.96827, -12.49078, 6.51987], [-4.61278, -13.64932, 6.10111], [-4.23907, -14.74069, 5.14394], [-7.04833, -15.44543, 8.00821], [-6.95252, -14.77366, 9.20662], [-7.07187, -15.65733, 10.17762], [-7.19473, -15.20635, 11.57752], [-7.20017, -16.91936, 9.64745], [-7.24620, -16.76287, 8.25948], [-7.51754, -17.76286, 7.20808], [-11.62768, -12.26809, 8.22311], [-11.00440, -10.76358, 7.48984], [-10.16144, -11.56347, 8.83950], [-10.65968, -12.20126, 4.88255], [-9.31694, -14.16057, 3.23899], [-7.88005, -14.83390, 3.93615], [-7.90530, -13.17806, 3.41903], [-6.68042, -15.45838, 5.85452], [-3.68228, -10.15379, 7.95517], [-4.56909, -10.76165, 9.36589], [-5.38506, -9.93834, 8.08778], [-2.97716, -12.18750, 6.21108], [-3.20662, -14.53090, 4.78963], [-4.90002, -14.74527, 4.30295], [-4.24673, -15.72631, 5.56172], [-6.55567, -15.75968, 12.24706], [-8.21885, -15.32271, 12.01473], [-6.97946, -14.13757, 11.63769], [-7.29579, -17.85201, 10.15429], [-7.11443, -18.72377, 7.51079], [-7.09389, -17.40838, 6.27772], [-8.60703, -17.85850, 7.01407], [-6.69814, -11.03742, 14.44162], [-8.10000, -11.62803, 14.37269], [-8.78942, -11.79722, 12.72332], [-10.16028, -10.59292, 12.54773], [-9.75870, -9.12166, 12.24012], [-8.67145, -8.97861, 10.76320], [-7.14687, -8.31474, 11.41173], [-6.26532, -9.33265, 12.22701], [-6.55869, -9.28635, 14.04181], [-5.97469, -11.54250, 13.82140], [-6.34324, -11.16351, 15.47206], [-8.75979, -11.01257, 15.04845], [-8.09948, -12.60482, 14.85903], [-10.73249, -10.66507, 13.47601], [-10.79528, -11.01515, 11.74940], [-9.24475, -8.67674, 13.07551], [-10.67319, -8.52225, 12.03759], [-7.31870, -7.37035, 11.98167], [-6.55118, -7.99534, 10.55163], [-5.19461, -9.14356, 12.07013], [-6.44220, -10.30945, 11.91981]], "lowdin_charge": [1.41, -0.04, -0.33, 0.04, -0.27, 0.00, 0.06, -0.07, -0.53, 0.01, -0.06, -0.34, -0.05, 0.03, -0.20, -0.01, 0.05, -0.08, -0.36, -0.04, 0.04, -0.23, 0.00, 0.08, 0.12, 0.00, 0.13, 0.09, 0.07, 0.11, 0.10, 0.08, 0.09, 0.09, 0.12, 0.10, 0.07, 0.08, 0.09, 0.11, 0.02, 0.12, 0.09, 0.06, 0.11, -0.57, -0.55, 0.76, -0.51, -0.49, 0.79, -0.55, -0.52, 0.87, 0.07, 0.08, 0.10, 0.07, 0.08, 0.07, 0.04, 0.08, 0.09, 0.06, 0.07, -0.01], "e_homo_ev": -10.829, "gap_ev": 8.11, "relative_energy_kcal_mol": 0.0, "spin_multiplicity": 1, "lumo_energy_ha": -0.100, "charge": 1}